Record 1
This record from the Open Molecules 2025 dataset describes a single C16H19NO5 molecule. The level of theory is ωB97M-V/def2-TZVPD.

Its net charge is 0. The value obtained for the maximum force is 0.7 eV/Å. As for the molar mass: 305.33 u. The calculated total energy is -28627.766 eV. The value obtained for the energy relative to the best compared isomer or geometry (same formula, charge and spin) is 54.48 kcal/mol. The value obtained for the LUMO energy is 0.7109 eV. As for the HOMO-LUMO gap: 9.06 eV. Its HOMO energy is -0.3067 Ha.

XYZ file:
```
41
Properties=species:S:1:pos:R:3:nbo_charge:R:1
C 3.40 2.15 -0.60 -0.255
O 2.37 1.49 0.11 -0.517
C 2.55 0.17 0.33 0.783
O 3.55 -0.40 -0.06 -0.630
C 1.41 -0.41 1.03 -0.234
C 1.26 -1.75 1.20 0.335
C 2.23 -2.81 0.82 -0.680
N 0.09 -2.24 1.76 -0.621
C -0.90 -1.50 2.33 0.697
O -1.96 -2.00 2.65 -0.577
C -0.49 -0.08 2.62 -0.497
C 0.33 0.54 1.48 -0.235
C -0.59 1.04 0.38 -0.052
C -1.15 2.30 0.55 -0.220
C -2.02 2.83 -0.37 -0.204
C -2.38 2.09 -1.49 -0.293
C -1.85 0.82 -1.68 0.248
O -2.18 0.01 -2.74 -0.504
C -3.11 0.48 -3.68 -0.249
C -0.94 0.29 -0.74 0.302
O -0.43 -0.98 -0.88 -0.542
C 0.15 -1.31 -2.13 -0.242
H 3.09 3.18 -0.71 0.194
H 4.34 2.08 -0.04 0.192
H 3.55 1.69 -1.58 0.192
H 2.61 -3.30 1.72 0.231
H 1.74 -3.56 0.20 0.215
H 3.07 -2.38 0.28 0.279
H -0.10 -3.23 1.64 0.413
H -1.38 0.51 2.83 0.244
H 0.12 -0.11 3.53 0.235
H 0.82 1.43 1.88 0.241
H -0.88 2.88 1.42 0.208
H -2.44 3.81 -0.23 0.214
H -3.07 2.51 -2.20 0.218
H -4.08 0.69 -3.22 0.180
H -3.22 -0.32 -4.41 0.200
H -2.74 1.38 -4.19 0.176
H 0.89 -2.08 -1.92 0.184
H 0.65 -0.45 -2.58 0.178
H -0.59 -1.69 -2.83 0.193
```

***

Record 2
This record from the Open Molecules 2025 dataset describes 2 unconnected molecules or ions with the total composition C16H19NO5P2S2 in a non-equilibrium geometry. The level of theory is ωB97M-V/def2-TZVPD.

Its net charge is 0. The value obtained for the maximum force is 1.1 eV/Å. As for the molar mass: 431.41 u. The calculated total energy is -68878.455 eV. The value obtained for the LUMO energy is 0.3333 eV. As for the HOMO-LUMO gap: 8.82 eV. Its HOMO energy is -0.3120 Ha.

XYZ file:
```
45
Properties=species:S:1:pos:R:3:nbo_charge:R:1
O 6.37 -1.77 0.57 -1.084
P 5.08 -1.11 0.80 2.097
O 3.79 -1.92 0.31 -0.979
O 4.70 -0.92 2.33 -0.981
P 5.25 0.85 -0.10 0.183
C 3.65 1.59 -0.59 -0.341
C 3.60 2.16 -1.87 -0.204
C 2.46 2.80 -2.32 -0.199
C 1.35 2.91 -1.49 -0.216
C 1.40 2.35 -0.22 -0.204
C 2.54 1.69 0.23 0.201
N 2.56 1.13 1.55 -0.664
C 1.39 0.33 1.81 0.090
C 1.50 -0.95 2.32 -0.194
C 0.36 -1.70 2.58 -0.205
C -0.91 -1.16 2.34 -0.151
S -2.37 -2.10 2.70 -0.035
C -1.02 0.12 1.82 -0.252
C 0.13 0.85 1.55 -0.115
S 0.02 2.48 0.87 0.289
H 3.63 -1.80 -0.63 0.515
H 5.36 -0.35 2.75 0.516
H 5.73 0.49 -1.37 0.013
H 4.46 2.08 -2.52 0.215
H 2.43 3.23 -3.31 0.221
H 0.45 3.41 -1.83 0.224
H 2.53 1.92 2.20 0.379
H 2.47 -1.38 2.52 0.248
H 0.45 -2.70 2.96 0.229
H -2.50 -2.75 1.54 0.170
H -1.99 0.55 1.62 0.226
C -6.34 -0.40 -1.22 -0.637
C -5.11 -0.11 -0.40 -0.070
O -4.29 -1.27 -0.21 -0.504
C -3.36 -1.66 -1.09 0.806
C -3.33 -1.05 -2.47 -0.743
O -2.61 -2.55 -0.78 -0.584
H -6.09 -0.71 -2.23 0.207
H -6.97 0.49 -1.29 0.220
H -6.92 -1.21 -0.76 0.222
H -4.52 0.71 -0.81 0.175
H -5.39 0.19 0.61 0.203
H -3.94 -1.66 -3.13 0.246
H -2.30 -1.07 -2.82 0.249
H -3.68 -0.02 -2.51 0.219
```

***

Record 3
This record from the Open Molecules 2025 dataset describes a single C16H19NO5S molecule in a non-equilibrium geometry. The level of theory is ωB97M-V/def2-TZVPD.

Its net charge is 0. The value obtained for the maximum force is 19.3 eV/Å. As for the molar mass: 337.40 u. The calculated total energy is -39445.242 eV. The value obtained for the energy relative to the best compared isomer or geometry (same formula, charge and spin) is 400.05 kcal/mol. The value obtained for the LUMO energy is -0.6784 eV. As for the HOMO-LUMO gap: 7.37 eV. Its HOMO energy is -0.2956 Ha.

XYZ file:
```
42
Properties=species:S:1:pos:R:3:nbo_charge:R:1
C 0.92 4.40 -2.89 -0.655
C 0.38 3.45 -4.01 -0.088
O -0.60 2.44 -3.72 -0.456
C -0.32 1.45 -3.06 0.251
C 0.79 1.14 -2.70 -0.323
C 1.23 0.00 -2.06 -0.215
C 0.24 -0.71 -1.67 0.130
N 0.33 -2.15 -1.20 -0.727
S 1.13 -2.19 0.41 2.151
O 1.51 -3.74 0.53 -0.918
O 2.39 -1.52 0.15 -0.931
C 0.41 -1.53 1.69 -0.464
C -0.10 -2.42 2.79 -0.112
C -0.80 -2.02 3.76 0.137
O -1.19 -2.78 4.75 -0.484
C -0.85 -4.22 4.82 -0.230
C -1.24 -0.92 3.79 -0.089
C -0.72 0.15 2.79 -0.243
C -0.14 -0.30 1.66 0.260
O 0.54 0.53 0.61 -0.474
C 0.10 1.78 0.64 -0.206
C -1.24 -0.56 -2.14 -0.178
C -1.42 0.64 -2.84 -0.203
H 0.14 4.90 -2.64 0.206
H 1.64 5.22 -3.15 0.226
H 1.58 3.91 -2.26 0.223
H 1.49 3.11 -4.52 0.172
H -0.04 4.16 -4.92 0.208
H 1.72 1.59 -3.07 0.222
H 2.34 -0.57 -1.86 0.293
H -0.46 -2.65 -0.95 0.368
H 0.19 -3.45 2.59 0.263
H -1.31 -4.78 5.59 0.211
H 0.08 -4.36 4.73 0.168
H -1.24 -4.82 3.89 0.167
H -1.78 -0.58 4.55 0.220
H -1.25 1.28 2.98 0.246
H -0.91 2.03 0.64 0.150
H 0.27 2.17 1.38 0.141
H 0.42 2.17 -0.18 0.191
H -1.87 -1.25 -1.94 0.181
H -2.38 0.97 -2.99 0.211
```

***

Record 4
This record from the Open Molecules 2025 dataset describes a molecular structure, C16H20BI2InN8. The level of theory is ωB97M-V/def2-TZVPD.

Its net charge is +3. The value obtained for the maximum force is 0.4 eV/Å. As for the molar mass: 703.83 u. The spin multiplicity is 2. The calculated total energy is -50860.430 eV. The value obtained for the energy relative to the best compared isomer or geometry (same formula, charge and spin) is 24.37 kcal/mol. The value obtained for the LUMO energy (spin up / spin down) is -12.4049 / -12.7763 eV. As for the HOMO-LUMO gap (spin up / spin down): 5.62 / 5.22 eV. Its HOMO energy (spin up / spin down) is -0.6624 / -0.6612 Ha.

XYZ file:
```
48
Properties=species:S:1:pos:R:3:lowdin_spin:R:1
In -0.06 0.06 -0.81 -0.002
C -2.28 -3.02 -0.13 0.054
C -1.87 -2.51 1.18 0.241
C -2.34 -2.86 2.47 0.010
C -1.68 -2.04 3.31 0.125
N -0.80 -1.22 2.54 0.224
N -0.91 -1.49 1.29 0.194
B 0.08 0.00 3.09 0.016
N -0.54 1.28 2.60 0.025
C -1.06 2.39 3.21 0.005
C -1.50 3.25 2.25 0.005
C -1.23 2.61 1.03 0.013
C -1.51 3.12 -0.35 0.002
N -0.66 1.43 1.24 0.000
N 1.56 -0.09 2.48 0.223
C 2.78 0.11 3.19 0.124
C 3.79 0.10 2.30 0.010
C 3.17 -0.09 1.04 0.239
C 3.77 -0.11 -0.29 0.053
N 1.78 -0.19 1.22 0.192
N 0.24 -0.24 4.60 -0.002
C -0.09 0.47 5.71 0.002
C 0.28 -0.22 6.84 -0.005
C 0.85 -1.42 6.39 -0.011
C 1.42 -2.55 7.17 0.000
N 0.82 -1.41 5.05 -0.108
H -2.90 -3.91 -0.04 0.001
H -1.41 -3.24 -0.76 0.015
H -2.86 -2.25 -0.66 0.024
H -3.09 -3.60 2.71 -0.002
H -1.76 -1.92 4.38 0.003
H -1.10 2.53 4.27 0.000
H -1.96 4.21 2.40 0.000
H -1.98 4.10 -0.31 0.000
H -2.19 2.46 -0.89 0.001
H -0.59 3.22 -0.94 0.001
H 2.79 0.27 4.26 0.003
H 4.85 0.22 2.50 -0.002
H 4.85 -0.17 -0.25 0.001
H 3.50 0.81 -0.83 0.024
H 3.37 -0.94 -0.89 0.014
H -0.56 1.43 5.66 0.000
H 0.15 0.09 7.86 -0.001
H 1.34 -2.34 8.23 0.000
H 2.47 -2.70 6.93 0.000
H 0.88 -3.48 6.97 0.000
I 1.98 -3.94 1.22 -0.488
I 1.57 -3.03 3.78 -0.221
```

***

Record 5
This record from the Open Molecules 2025 dataset describes a molecular structure, C16H20BiClN3O4. The level of theory is ωB97M-V/def2-TZVPD.

Its net charge is +1. The value obtained for the maximum force is 0.7 eV/Å. As for the molar mass: 562.79 u. The calculated total energy is -47924.867 eV. The value obtained for the energy relative to the best compared isomer or geometry (same formula, charge and spin) is 11.82 kcal/mol. The value obtained for the LUMO energy is -4.1020 eV. As for the HOMO-LUMO gap: 7.25 eV. Its HOMO energy is -0.4172 Ha.

XYZ file:
```
45
Properties=species:S:1:pos:R:3:nbo_charge:R:1
Bi 1.28 -0.77 -0.41 1.997
C 3.05 0.76 1.68 -0.434
N 1.67 0.21 1.77 -0.548
C 1.59 -0.81 2.84 -0.429
C 0.71 1.29 1.90 0.155
C 0.77 2.15 2.99 -0.226
C -0.01 3.29 3.03 -0.202
C -0.78 3.61 1.92 -0.173
C -0.86 2.74 0.84 -0.222
C -0.21 1.51 0.86 0.104
N -0.38 0.47 -0.10 -0.822
C -1.61 0.11 -0.68 0.118
C -2.78 0.88 -0.68 -0.234
C -3.96 0.41 -1.22 -0.162
C -4.05 -0.85 -1.77 -0.213
C -2.91 -1.64 -1.79 -0.219
C -1.71 -1.17 -1.27 0.136
N -0.53 -2.01 -1.34 -0.542
C -0.71 -3.31 -0.66 -0.429
C -0.11 -2.22 -2.76 -0.438
H 3.36 1.18 2.65 0.218
H 3.75 -0.02 1.39 0.223
H 3.08 1.55 0.93 0.239
H 1.80 -0.37 3.81 0.224
H 0.58 -1.24 2.86 0.220
H 2.32 -1.59 2.65 0.216
H 1.45 1.94 3.80 0.223
H 0.03 3.95 3.88 0.235
H -1.31 4.55 1.88 0.235
H -1.40 3.06 -0.03 0.230
H -2.79 1.86 -0.25 0.229
H -4.83 1.06 -1.21 0.233
H -4.97 -1.22 -2.18 0.235
H -2.96 -2.63 -2.22 0.220
H -1.50 -3.90 -1.12 0.225
H 0.22 -3.88 -0.71 0.217
H -0.98 -3.14 0.39 0.220
H -0.88 -2.77 -3.30 0.221
H 0.04 -1.26 -3.24 0.238
H 0.82 -2.79 -2.79 0.227
O 3.73 0.97 -3.55 -0.725
Cl 3.21 0.20 -2.51 2.539
O 2.92 -1.16 -2.88 -0.831
O 1.86 0.77 -2.08 -0.900
O 4.00 0.20 -1.32 -0.828
```

***

Record 6
This record from the Open Molecules 2025 dataset describes 3 unconnected molecules or ions with the total composition C16H20BrF6N3O6S in a non-equilibrium geometry. The level of theory is ωB97M-V/def2-TZVPD.

Its net charge is 0. The value obtained for the maximum force is 2.3 eV/Å. As for the molar mass: 576.31 u. The calculated total energy is -130853.517 eV. The value obtained for the LUMO energy is -1.2288 eV. As for the HOMO-LUMO gap: 8.56 eV. Its HOMO energy is -0.3596 Ha.

XYZ file:
```
53
Properties=species:S:1:pos:R:3:nbo_charge:R:1
N 0.05 3.49 -0.91 -0.838
C 0.28 4.29 -2.09 0.417
N 0.41 5.74 -1.78 -0.833
N 1.55 3.92 -2.73 -0.830
C -0.84 4.10 -3.17 -0.476
C -2.24 4.00 -2.61 -0.060
C -3.16 4.94 -2.80 -0.206
S -2.89 6.47 -3.70 0.009
C -4.56 4.72 -2.23 0.492
O -5.51 5.03 -2.85 -0.457
C -4.59 4.04 -0.88 -0.126
Br -5.90 4.58 0.39 0.110
C -3.71 3.10 -0.68 -0.288
C -2.71 2.80 -1.79 0.539
O -2.36 1.70 -2.01 -0.474
H -0.69 3.97 -0.41 0.353
H 0.88 3.55 -0.32 0.382
H 0.30 6.27 -2.64 0.358
H -0.37 5.95 -1.17 0.342
H 1.66 2.91 -2.74 0.363
H 1.53 4.21 -3.71 0.359
H -0.64 3.14 -3.68 0.237
H -0.76 4.88 -3.93 0.234
H -2.64 7.32 -2.67 0.143
H -3.70 2.55 0.26 0.250
C 0.27 -0.04 -0.03 -0.642
C 1.75 0.25 -0.17 -0.077
O 2.46 -0.21 0.99 -0.478
C 2.78 -1.50 1.01 0.690
O 2.52 -2.29 0.16 -0.535
C 3.58 -1.82 2.28 0.899
F 3.04 -1.26 3.37 -0.309
F 4.84 -1.37 2.19 -0.309
F 3.64 -3.14 2.50 -0.306
H -0.13 0.38 0.89 0.210
H -0.29 0.38 -0.87 0.243
H 0.08 -1.12 0.00 0.221
H 1.90 1.33 -0.22 0.192
H 2.16 -0.18 -1.08 0.200
C 2.69 -5.95 2.91 -0.638
C 2.02 -7.10 3.64 -0.080
O 0.59 -7.02 3.51 -0.478
C 0.07 -7.50 2.38 0.690
O 0.69 -7.98 1.48 -0.535
C -1.46 -7.38 2.42 0.898
F -1.86 -6.19 2.87 -0.309
F -1.99 -8.32 3.23 -0.311
F -1.99 -7.55 1.21 -0.301
H 2.30 -5.00 3.26 0.218
H 3.77 -5.97 3.08 0.223
H 2.51 -6.00 1.84 0.226
H 2.24 -7.05 4.70 0.195
H 2.38 -8.06 3.28 0.199
```

***

Record 7
This record from the Open Molecules 2025 dataset describes a molecular structure, C16H20BrN3O2RuS. The level of theory is ωB97M-V/def2-TZVPD.

Its net charge is +1. The value obtained for the maximum force is 0.2 eV/Å. As for the molar mass: 499.40 u. The spin multiplicity is 6. The calculated total energy is -108935.214 eV. The value obtained for the energy relative to the best compared isomer or geometry (same formula, charge and spin) is 0.36 kcal/mol. The value obtained for the LUMO energy (spin up / spin down) is -2.8817 / -4.7389 eV. As for the HOMO-LUMO gap (spin up / spin down): 8.32 / 6.81 eV. Its HOMO energy (spin up / spin down) is -0.4115 / -0.4244 Ha.

XYZ file:
```
44
Properties=species:S:1:pos:R:3:lowdin_spin:R:1
Ru -0.17 0.02 0.22 3.676
N -0.69 -0.01 2.55 0.080
C -1.28 -1.19 3.23 0.008
C -0.53 -2.48 2.88 0.001
C -1.31 -3.45 1.99 0.001
C -1.79 -2.89 0.66 0.015
N -0.68 -2.26 -0.09 0.110
H 0.24 0.15 2.95 0.004
H -1.21 0.82 2.81 0.003
H -2.33 -1.26 2.91 0.000
H -1.29 -1.03 4.30 0.002
H -0.27 -3.00 3.80 0.000
H 0.43 -2.22 2.42 0.001
H -2.18 -3.82 2.54 0.000
H -0.68 -4.32 1.80 0.000
H -2.57 -2.13 0.81 0.003
H -2.24 -3.69 0.08 0.004
H -0.88 -2.25 -1.10 0.002
H 0.15 -2.83 -0.01 0.001
O 0.20 -1.77 -2.88 0.032
C 0.60 -0.72 -2.43 0.027
O -0.18 0.14 -1.80 0.254
C 2.04 -0.30 -2.51 0.028
C 2.67 -0.37 -3.74 -0.001
C 4.00 -0.01 -3.88 0.032
C 4.72 0.41 -2.77 -0.002
C 4.11 0.45 -1.53 0.039
C 2.76 0.12 -1.38 0.055
S 2.15 0.16 0.29 0.497
H 2.10 -0.73 -4.59 -0.001
H 4.47 -0.06 -4.85 0.002
H 5.76 0.68 -2.86 -0.001
H 4.68 0.75 -0.66 0.004
Br -4.69 3.86 1.32 0.001
C -2.98 3.60 0.60 0.002
C -2.32 4.61 -0.09 0.003
C -1.07 4.34 -0.61 0.002
C -0.51 3.09 -0.42 0.008
N -1.14 2.12 0.25 0.089
C -2.36 2.37 0.74 0.015
H -2.79 5.57 -0.21 0.000
H -0.52 5.10 -1.16 0.000
H 0.47 2.84 -0.82 0.001
H -2.87 1.56 1.25 0.003
```

***

Record 8
This record from the Open Molecules 2025 dataset describes a molecular structure, C16H20ClMnN2O4Si in a non-equilibrium geometry. The level of theory is ωB97M-V/def2-TZVPD.

Its net charge is -1. The value obtained for the maximum force is 1.5 eV/Å. As for the molar mass: 422.82 u. The spin multiplicity is 2. The calculated total energy is -79801.724 eV. The value obtained for the energy relative to the best compared isomer or geometry (same formula, charge and spin) is 5.83 kcal/mol. The value obtained for the LUMO energy (spin up / spin down) is 2.9272 / 2.9265 eV. As for the HOMO-LUMO gap (spin up / spin down): 5.63 / 5.65 eV. Its HOMO energy (spin up / spin down) is -0.0994 / -0.1002 Ha.

XYZ file:
```
45
Properties=species:S:1:pos:R:3:lowdin_spin:R:1
Mn 0.01 -1.18 -0.58 0.972
C 2.98 -2.05 2.48 0.003
C 1.84 -2.11 1.53 0.023
N 1.70 -1.40 0.48 -0.001
O 2.72 -0.46 0.28 -0.011
C -0.40 -2.91 1.32 -0.003
C -1.23 -4.00 1.97 -0.006
N -0.34 -2.96 -0.17 0.028
O -0.80 -3.96 -0.76 0.004
H 3.68 -1.28 2.20 0.000
H 3.48 -3.02 2.50 0.001
H 2.57 -1.85 3.47 0.001
H 2.37 0.03 -0.49 0.000
H -0.85 -4.17 2.97 -0.001
H -1.18 -4.91 1.37 0.000
H -2.27 -3.68 2.04 0.000
Cl -5.72 0.96 -1.03 0.004
C -4.32 0.22 -0.29 0.014
C -3.52 0.97 0.57 -0.005
C -2.42 0.38 1.15 0.017
C -2.08 -0.96 0.91 -0.011
C -2.90 -1.69 0.02 0.010
C -4.01 -1.10 -0.57 -0.004
C -0.85 -1.45 1.57 -0.013
O -0.27 -0.77 2.45 -0.012
O 0.93 -3.04 1.85 0.004
H -3.77 2.00 0.77 -0.001
H -1.78 0.94 1.83 0.001
H -2.69 -2.72 -0.22 0.000
H -4.63 -1.67 -1.24 0.000
C 2.97 2.96 -0.76 -0.001
Si 1.48 2.95 -1.91 -0.001
C 2.03 3.53 -3.61 0.001
C 0.18 4.12 -1.24 0.000
C 0.81 1.27 -2.02 -0.005
C 0.34 0.13 -2.12 -0.007
H 3.32 3.98 -0.57 0.000
H 3.79 2.39 -1.18 0.000
H 2.71 2.51 0.20 0.000
H 2.45 4.54 -3.56 0.000
H 1.18 3.54 -4.30 0.000
H 2.78 2.86 -4.02 0.000
H 0.54 5.16 -1.24 0.000
H -0.08 3.85 -0.21 0.000
H -0.73 4.06 -1.84 0.000
```